1.
Formula: C2H3Br
Source: the OMol25 dataset
Level of theory: wB97M-V/def2-TZVPD

Structure (ORCA input):
```
! wB97M-V def2-TZVPD RIJCOSX def2/J DEFGRID3
* xyz 0 3
C -0.406 -0.071 0.364
C 0.115 -0.847 -0.575
Br -0.364 -2.505 -1.315
H -0.007 0.946 0.317
H -1.108 -0.312 1.036
H 0.935 -0.415 -1.707
*
```

Computed properties:
- Kohn-Sham gap (spin up / spin down): 5.8 / 5.8 eV
- E_HOMO (spin up / spin down): -0.1850 / -0.3613 Ha
- ⟨S²⟩: 2.01
- Lowest unoccupied orbital energy (spin up / spin down): 0.787 / -4.058 eV

2.
Formula: C2H3Br2FSi
Source: the OMol25 dataset
Level of theory: wB97M-V/def2-TZVPD

Structure (ORCA input):
```
! wB97M-V def2-TZVPD RIJCOSX def2/J DEFGRID3
* xyz 0 1
F 3.261 0.609 -0.982
Si 1.894 0.619 -0.054
Br 1.773 2.792 0.465
Br 2.267 -0.461 1.885
H 0.809 0.326 -0.894
C -2.703 -0.539 0.270
C -2.427 -1.348 -0.562
H -2.899 0.060 1.156
H -1.976 -2.059 -1.285
*
```

Computed properties:
- Kohn-Sham gap: 11.2 eV
- E_HOMO: -0.3979 Ha
- Lowest unoccupied orbital energy: 0.389 eV

3.
Formula: C2H3Br2N3
Source: the OMol25 dataset
Level of theory: wB97M-V/def2-TZVPD

Structure (ORCA input):
```
! wB97M-V def2-TZVPD RIJCOSX def2/J DEFGRID3
* xyz 0 1
C 1.103 -0.369 -0.259
C 2.147 -1.188 -0.432
N -1.185 1.803 1.397
N -2.057 1.298 0.912
N -2.939 0.582 0.448
Br -0.342 -0.659 -1.469
Br 3.718 -1.003 0.687
H 0.757 0.403 0.361
H 2.251 -1.848 -1.300
H -3.454 0.981 -0.345
*
```

Computed properties:
- Kohn-Sham gap: 9.9 eV
- E_HOMO: -0.3451 Ha
- Lowest unoccupied orbital energy: 0.508 eV

4.
Formula: C2H3BrClF
Source: the OMol25 dataset
Level of theory: wB97M-V/def2-TZVPD

Structure (ORCA input):
```
! wB97M-V def2-TZVPD RIJCOSX def2/J DEFGRID3
* xyz 0 1
F 0.812 -2.830 -1.321
C 0.774 -1.597 -0.882
C 1.881 -0.989 -0.562
Br 1.865 0.804 0.003
H -0.361 -1.304 -0.657
H 2.860 -1.460 -0.752
Cl -1.066 2.374 0.764
H -0.806 2.315 1.930
*
```

Computed properties:
- Kohn-Sham gap: 10.3 eV
- E_HOMO: -0.3488 Ha
- Lowest unoccupied orbital energy: 0.786 eV

5.
Formula: C2H3BrClFIN
Source: the OMol25 dataset
Level of theory: wB97M-V/def2-TZVPD

Structure (ORCA input):
```
! wB97M-V def2-TZVPD RIJCOSX def2/J DEFGRID3
* xyz 0 1
C 0.400 0.518 -0.181
C -2.051 0.350 -0.057
N -0.836 -0.165 -0.238
F -2.387 -0.542 2.295
Cl 0.969 0.908 -1.865
Br -2.291 2.137 0.322
I -3.714 -0.806 -0.442
H 0.319 1.465 0.348
H 1.166 -0.115 0.269
H -0.808 -1.156 -0.450
*
```

Computed properties:
- Kohn-Sham gap (spin up / spin down): 7.4 / 7.4 eV
- E_HOMO (spin up / spin down): -0.3169 / -0.3168 Ha
- Lowest unoccupied orbital energy (spin up / spin down): -1.199 / -1.199 eV

6.
Formula: C2H3BrClFIN
Source: the OMol25 dataset
Level of theory: wB97M-V/def2-TZVPD

Structure (ORCA input):
```
! wB97M-V def2-TZVPD RIJCOSX def2/J DEFGRID3
* xyz 0 1
C -1.142 0.066 -0.698
C 0.631 0.989 -1.972
N -0.488 1.229 -1.242
F 1.224 2.151 -2.275
Cl -0.376 -0.429 0.989
Br 1.900 -0.409 -1.254
I -0.221 0.179 -3.953
H -2.329 0.282 -0.629
H -1.004 -0.745 -1.404
H -0.742 2.141 -0.896
*
```

Computed properties:
- Kohn-Sham gap: 8.8 eV
- E_HOMO: -0.3495 Ha
- Lowest unoccupied orbital energy: -0.710 eV

7.
Formula: C2H3BrClNO
Source: the OMol25 dataset
Level of theory: wB97M-V/def2-TZVPD

Structure (ORCA input):
```
! wB97M-V def2-TZVPD RIJCOSX def2/J DEFGRID3
* xyz 0 1
C 0.039 -1.193 -1.939
C 0.751 -0.396 -1.263
O 1.481 0.350 -0.760
H 0.454 -2.137 -2.044
H -0.985 -1.083 -2.360
Cl -1.258 1.147 0.727
N -0.613 0.648 2.227
Br -0.201 2.197 3.372
H 0.331 0.465 2.041
*
```

Computed properties:
- Kohn-Sham gap: 9.0 eV
- E_HOMO: -0.3533 Ha
- Lowest unoccupied orbital energy: -0.622 eV

8.
Formula: C2H3BrFI
Source: the OMol25 dataset
Level of theory: wB97M-V/def2-TZVPD

Structure (ORCA input):
```
! wB97M-V def2-TZVPD RIJCOSX def2/J DEFGRID3
* xyz 0 1
C -0.484 0.435 0.304
C 0.114 -0.608 -0.474
F 0.140 -1.848 0.018
Br 3.202 -0.009 0.746
I -2.558 0.941 -0.646
H -0.612 0.313 1.462
H -0.051 1.382 0.222
H 0.250 -0.606 -1.633
*
```

Computed properties:
- Kohn-Sham gap: 5.2 eV
- E_HOMO: -0.3223 Ha
- Lowest unoccupied orbital energy: -3.574 eV

Please write out number 6 again, unchanged.
Formula: C2H3BrClFIN
Source: the OMol25 dataset
Level of theory: wB97M-V/def2-TZVPD

Structure (ORCA input):
```
! wB97M-V def2-TZVPD RIJCOSX def2/J DEFGRID3
* xyz 0 1
C -1.142 0.066 -0.698
C 0.631 0.989 -1.972
N -0.488 1.229 -1.242
F 1.224 2.151 -2.275
Cl -0.376 -0.429 0.989
Br 1.900 -0.409 -1.254
I -0.221 0.179 -3.953
H -2.329 0.282 -0.629
H -1.004 -0.745 -1.404
H -0.742 2.141 -0.896
*
```

Computed properties:
- Kohn-Sham gap: 8.8 eV
- E_HOMO: -0.3495 Ha
- Lowest unoccupied orbital energy: -0.710 eV

What did the second record say?
Formula: C2H3Br2FSi
Source: the OMol25 dataset
Level of theory: wB97M-V/def2-TZVPD

Structure (ORCA input):
```
! wB97M-V def2-TZVPD RIJCOSX def2/J DEFGRID3
* xyz 0 1
F 3.261 0.609 -0.982
Si 1.894 0.619 -0.054
Br 1.773 2.792 0.465
Br 2.267 -0.461 1.885
H 0.809 0.326 -0.894
C -2.703 -0.539 0.270
C -2.427 -1.348 -0.562
H -2.899 0.060 1.156
H -1.976 -2.059 -1.285
*
```

Computed properties:
- Kohn-Sham gap: 11.2 eV
- E_HOMO: -0.3979 Ha
- Lowest unoccupied orbital energy: 0.389 eV